Density functional theory data (ωB97M-V/def2-TZVPD) for a structure of composition C4H6GdMgO5.

Last column: Mulliken charge in e.
Positions of all 17 atoms, in Å:
C (-2.15392, -0.52512, -2.84761)  0.928
O (-2.49803, 0.41081, -2.19444)  -0.120
O (-2.33062, -1.11091, -3.83714)  -0.202
Gd (-4.13419, 2.42074, -2.64168)  0.535
O (0.67270, 2.15523, 1.80001)  -0.701
O (0.68488, 0.23439, -1.04723)  -0.514
C (0.66334, -1.03959, -0.53566)  -0.066
C (1.29315, -0.90207, 0.85882)  -0.516
O (0.39774, -0.10222, 1.63552)  -0.504
C (0.93827, 0.99426, 2.44533)  0.015
Mg (-0.12509, 1.46385, 0.19240)  0.964
H (0.60826, -1.62430, -1.64742)  0.444
H (-0.11860, -1.80138, -0.31920)  0.316
H (2.26616, -0.38654, 0.79814)  0.368
H (1.41410, -1.88830, 1.33134)  0.365
H (0.40658, 0.91153, 3.41145)  0.294
H (2.01527, 0.78963, 2.59736)  0.394

Frontier orbital gap (spin up / spin down) (eV): 6.7 / 3.2
LUMO (spin up / spin down) (eV): -8.80 / -10.65
Multiplicity: 9
Strongest force on any atom (eV Å⁻¹): 5.1
Energy (eV): -40740.1230
Expectation value of S²: 20.3868
ΔE to the lowest compared entry with this formula, charge and spin (kcal per mole): 100.35
Total charge: +2